# 1
C30H45BeBrN2P2 | the ωB97M-V functional and the def2-TZVPD basis

* E_LUMO (spin up / spin down): -7.592 / -7.954 eV
* HOMO level (spin up / spin down): -12.8 / -12.8 eV
* frontier orbital gap (spin up / spin down): 5.16 / 4.87 eV
* electronic energy: -4550.5872 Ha

```
! wB97M-V def2-TZVPD RIJCOSX def2/J DEFGRID3
* xyz 2 1
Br 2.16 0.31 0.60
P -0.37 -2.08 0.49
P 5.54 -0.86 0.55
N -6.79 5.30 -5.06
N -0.48 0.22 2.88
C 5.45 -2.12 3.04
C -0.15 1.43 3.42
C -6.26 4.12 -5.39
C -2.35 1.88 -1.84
C -4.19 3.35 -2.36
C -1.61 1.67 0.47
C -0.14 1.02 -1.37
C -2.60 2.00 -0.45
C 5.77 -2.46 -1.76
C -3.20 -1.77 0.71
C 5.38 0.96 0.68
C -5.40 3.43 -4.53
C 4.59 -1.76 1.82
C 4.90 -1.38 -1.09
C -1.28 -4.55 1.70
C -1.89 -0.19 4.79
C 6.60 1.75 0.19
C -2.07 -2.15 -0.24
C -1.32 -0.59 3.58
C -5.11 4.00 -3.27
C -6.54 5.85 -3.87
C -0.71 1.89 4.61
C 0.19 -2.50 -2.31
C -0.45 1.09 -0.02
C -3.28 2.43 -2.77
C -1.13 1.35 -2.30
C -0.17 -3.50 1.66
C -5.70 5.23 -2.94
C -1.61 1.07 5.31
C 0.74 -2.58 -0.89
Be 0.01 -0.05 1.26
H -0.93 1.28 -3.37
H 4.88 -0.46 -1.71
H 3.86 -1.72 -0.94
H -1.81 1.87 1.52
H 5.19 1.17 1.75
H 1.09 -3.61 -0.68
H 1.60 -1.91 -0.78
H 6.67 1.76 -0.90
H 7.52 1.33 0.61
H -0.01 -3.05 2.65
H 4.95 -2.87 3.65
H -5.47 5.71 -1.98
H -2.06 -1.45 -1.09
H -6.99 6.81 -3.62
H -0.62 -3.22 -2.49
H -0.43 2.89 4.96
H 6.42 -2.52 2.72
H -1.53 -1.59 3.17
H 4.47 1.23 0.12
H 0.85 0.72 -1.73
H -2.07 1.41 6.24
H -2.21 -4.14 2.10
H 4.23 -2.68 1.33
H 3.73 -1.14 2.06
H -0.16 -1.49 -2.56
H -1.47 -4.98 0.71
H -4.21 3.77 -1.35
H 1.00 -2.75 -3.02
H -2.56 -0.88 5.30
H -2.23 -3.15 -0.67
H 5.60 -3.45 -1.31
H 6.83 -2.21 -1.67
H -2.86 -1.16 1.56
H 5.63 -1.24 3.68
H -6.50 3.70 -6.37
H 0.79 -3.98 1.37
H 5.52 -2.53 -2.83
H 0.56 2.04 2.86
H 6.52 2.80 0.53
H -3.12 2.23 -3.83
H -0.99 -5.38 2.35
H -3.55 2.42 -0.11
H -3.71 -2.66 1.11
H -4.98 2.47 -4.83
H -3.96 -1.18 0.18
*
```


# 2
C40H102NO12V | the ωB97M-V functional and the def2-TZVPD basis

* E_LUMO (spin up / spin down): 0.561 / 0.494 eV
* ⟨S²⟩: 6.00
* HOMO level (spin up / spin down): -3.9 / -5.8 eV
* frontier orbital gap (spin up / spin down): 4.43 / 6.27 eV
* electronic energy: -3486.5649 Ha

```
! wB97M-V def2-TZVPD RIJCOSX def2/J DEFGRID3
* xyz 0 5
V -2.13 -3.34 2.67
O -1.08 -4.42 0.94
O 5.39 -1.61 0.45
O -1.03 -1.40 1.83
O -2.28 2.14 5.61
O -0.64 -4.32 3.84
O -3.75 -2.61 1.36
O -4.03 -1.37 -5.54
O -3.27 -2.00 4.34
O -0.17 2.08 -5.94
O -2.08 6.87 -1.40
O 3.74 6.15 -3.17
O -0.10 -2.78 -0.82
N -0.11 -0.48 1.19
C 1.74 -2.23 -2.24
C 2.25 0.39 1.21
C -2.42 -0.19 -4.15
C -3.66 -2.53 -1.11
C 5.23 -0.09 -1.22
C 6.28 -2.31 -1.67
C 1.85 -2.02 1.92
C -1.74 0.47 -0.30
C -0.81 -5.77 0.70
C -4.28 -3.20 0.17
C -1.50 2.74 6.62
C -1.95 4.95 0.22
C -0.65 0.77 0.70
C 0.67 -5.76 0.28
C 0.41 1.43 -0.23
C -2.59 -0.88 4.92
C 3.91 4.99 -3.94
C 1.38 -4.93 4.70
C -0.15 -3.89 -2.94
C 0.00 6.02 -0.95
C -4.40 1.03 -5.35
C 4.27 3.84 -3.01
C -1.68 -6.28 -0.43
C 0.26 -3.94 4.84
C 1.09 2.18 -3.92
C 6.09 -1.20 -0.64
C -1.18 1.61 1.88
C 1.19 -0.08 3.47
C -0.32 3.55 6.12
C -3.41 -0.15 -5.41
C 0.77 2.88 -5.27
C -5.84 -3.08 0.17
C 1.69 1.63 0.50
C 0.15 4.31 -5.09
C 1.20 -0.53 1.97
C -1.39 6.33 -0.36
C 4.95 5.12 -5.01
C -0.37 -3.99 6.21
C -2.47 3.73 7.37
C 0.22 -2.63 -2.20
H 1.25 -5.26 1.05
H -2.08 0.79 -3.82
H -4.90 1.28 -6.28
H 2.95 4.76 -4.40
H 1.70 2.77 -3.24
H -3.42 -2.09 -5.74
H -0.50 2.71 -6.59
H 4.61 5.79 -5.80
H -0.83 -6.40 1.59
H -2.84 4.56 6.76
H -1.61 -1.19 5.31
H -1.55 -0.27 -1.08
H -0.38 -1.76 -2.48
H -0.92 -5.20 4.12
H 2.17 -0.13 3.95
H 5.01 0.62 -0.42
H 3.54 3.90 -2.20
H 2.90 -0.20 0.56
H 0.22 -3.55 7.01
H 1.76 2.94 -5.73
H -1.32 -5.96 -1.41
H -0.17 5.28 -1.74
H -2.76 -6.14 -0.36
H -3.70 -3.27 -1.91
H -1.99 2.30 1.65
H 0.60 0.88 -1.15
H -0.36 -3.60 -3.97
H 5.37 -2.91 -1.76
H -1.20 1.89 7.23
H 0.47 -4.77 -2.81
H -1.55 7.45 -1.96
H 4.23 -0.33 -1.57
H 7.09 -2.95 -1.31
H 1.78 -4.98 3.69
H -1.65 -0.91 -4.42
H 1.68 2.38 1.29
H 0.19 1.85 -3.39
H 0.52 -0.76 3.99
H 5.68 0.60 -1.94
H -2.76 -0.02 -6.28
H 6.37 -1.92 -2.68
H -0.42 2.31 2.23
H -1.57 -7.36 -0.35
H 5.81 5.47 -4.45
H 2.08 -1.54 -1.47
H 4.31 2.84 -3.45
H -6.11 -3.18 1.21
H -1.82 4.80 1.29
H 3.05 0.75 1.86
H -1.30 7.06 0.45
H -3.03 4.83 0.16
H 2.26 -4.64 5.28
H -0.60 4.23 5.31
H -0.71 4.66 -5.66
H -2.93 -0.77 -3.38
H -2.17 2.78 4.90
H -2.33 -0.16 4.15
H 5.30 3.86 -2.64
H -2.59 -2.30 -1.05
H -1.92 4.08 8.24
H -1.46 4.18 -0.38
H 2.39 2.10 -0.19
H -4.26 -1.81 1.51
H -3.31 3.19 7.81
H 0.87 5.12 -5.22
H 5.18 4.16 -5.47
H 0.55 5.60 -0.12
H 1.21 -2.70 2.49
H -3.91 1.99 -5.20
H 1.90 -2.50 0.95
H -6.10 -2.03 0.00
H -1.28 -3.38 6.21
H 0.21 4.21 6.81
H -1.47 1.08 2.78
H -1.89 1.36 -0.91
H -2.60 0.19 0.31
H 4.51 6.30 -2.62
H 7.07 -0.80 -0.36
H 0.41 2.92 5.61
H 5.87 -2.31 0.89
H -4.26 -1.74 -1.54
H 0.71 -5.25 -0.68
H -0.70 -4.95 6.60
H -1.16 -4.19 -2.64
H -3.94 -4.24 0.12
H -0.02 2.35 -0.63
H -4.22 -1.85 4.36
H 2.88 -2.04 2.28
H 0.49 6.87 -1.43
H -0.77 -3.86 0.22
H -5.18 1.06 -4.59
H 2.10 -1.93 -3.22
H 2.32 -3.12 -1.99
H -3.18 -0.35 5.67
H -0.02 -1.92 -0.41
H 1.61 1.24 -4.10
H -6.21 -3.84 -0.52
H 0.59 -2.90 4.78
H 0.82 0.94 3.52
H 1.00 -6.77 0.03
H -0.21 4.48 -4.07
H 1.30 -5.96 5.04
*
```


# 3
C2H4O5P4 | the ωB97M-V functional and the def2-TZVPD basis

* E_LUMO: 0.787 eV
* HOMO level: -9.2 eV
* frontier orbital gap: 10.01 eV
* SMILES: C1[C@@H]2OP3OP1OPOP2O3
* electronic energy: -1820.3818 Ha

```
! wB97M-V def2-TZVPD RIJCOSX def2/J DEFGRID3
* xyz 0 1
P 0.39 -0.35 -1.86
P 0.43 2.32 -0.53
P -0.22 0.64 1.77
P 2.08 -0.99 0.40
O 1.31 0.02 1.57
O -0.20 1.13 -1.56
O -0.33 2.01 0.89
O 1.87 -0.17 -1.10
O 0.81 -1.93 0.15
C -0.37 -1.28 -0.40
C -1.12 -0.59 0.72
H -2.01 -0.16 0.32
H -0.84 -2.22 -0.67
H -1.25 -1.47 1.35
H -0.57 3.04 -1.03
*
```


# 4
C4H10N2O2 | the ωB97M-V functional and the def2-TZVPD basis

* E_LUMO (spin up / spin down): 0.468 / 0.468 eV
* HOMO level (spin up / spin down): -8.3 / -8.3 eV
* frontier orbital gap (spin up / spin down): 8.76 / 8.76 eV
* SMILES: C[C@H](O)N(C)O.C#N
* electronic energy: -418.2670 Ha

```
! wB97M-V def2-TZVPD RIJCOSX def2/J DEFGRID3
* xyz 0 1
O 0.30 -1.39 1.26
O 0.33 1.48 -0.84
N -0.04 -0.61 0.13
N 1.50 -1.54 -1.13
C -0.65 1.55 1.34
C -1.43 -0.86 -0.25
C 1.92 -0.82 -1.96
C 0.30 0.84 0.38
H -2.10 -0.76 0.61
H 0.91 0.86 -1.44
H 1.31 0.78 0.83
H -1.62 1.70 0.87
H 1.00 -1.97 0.92
H 2.45 -0.77 -2.89
H -1.49 -1.87 -0.64
H -1.69 -0.14 -1.02
H -0.76 0.97 2.25
H -0.23 2.53 1.58
*
```


# 5
C6H13N | the ωB97M-V functional and the def2-TZVPD basis

* E_LUMO: 1.125 eV
* HOMO level: -8.1 eV
* frontier orbital gap: 9.22 eV
* SMILES: CCCC/C=C/N
* electronic energy: -291.0992 Ha

```
! wB97M-V def2-TZVPD RIJCOSX def2/J DEFGRID3
* xyz 0 1
N -1.44 -1.44 -2.14
C 1.96 -0.31 -0.05
C -1.21 0.64 -0.84
C -1.19 -0.69 -0.93
C -0.53 1.40 0.25
C 1.21 -0.31 1.35
C -0.07 0.54 1.43
H -0.92 0.12 1.98
H 2.83 -0.97 0.03
H 0.35 1.99 -0.02
H -1.59 1.20 -1.69
H -1.24 -1.38 -0.09
H 1.29 -0.58 -0.86
H -1.55 -2.41 -1.91
H 0.13 1.34 2.18
H 2.34 0.70 -0.21
H 1.20 -1.31 1.75
H -2.23 -1.01 -2.60
H -1.28 2.17 0.49
H 1.94 0.31 1.89
*
```


# 6
ClFH2Si | the ωB97M-V functional and the def2-TZVPD basis

* E_LUMO: -0.749 eV
* HOMO level: -9.4 eV
* frontier orbital gap: 8.62 eV
* electronic energy: -850.7308 Ha

```
! wB97M-V def2-TZVPD RIJCOSX def2/J DEFGRID3
* xyz 0 1
Cl 1.62 0.67 -1.50
Si -0.56 -2.60 0.55
F -0.77 -2.65 2.19
H 0.46 0.54 -1.95
H 0.04 -3.95 0.75
*
```


Across the entries above, F_max takes the values 1.94; 3.89; 2.32; 3.05; 2.64; 1.49 eV/A, respectively.